No. 1
A cluster of 21 separate species, C75H93F9N10O29 in total, computed with the ωB97M-V functional and the def2-TZVPD basis.

Last column: Löwdin charge in e.
Atoms and positions in Å:
C -0.85399 4.33569 -2.66641  -0.14
C -1.40332 3.54222 -3.87145  -0.15
C -0.62350 2.23127 -3.89650  -0.14
O 0.65982 2.56133 -3.21059  -0.22
C 0.60773 3.91700 -2.68714  -0.19
H -1.31067 3.91937 -1.77284  0.11
H -0.98853 5.43853 -2.76760  0.13
H -1.23707 4.11523 -4.80609  0.12
H -2.48965 3.37545 -3.86298  0.11
H -0.32893 1.90185 -4.87109  0.09
H -1.06118 1.40575 -3.36664  0.09
H 1.24100 4.60960 -3.26943  0.12
H 1.09154 3.85334 -1.71828  0.11
C -4.21862 -0.33679 -6.57669  -0.13
C -3.92712 0.19273 -8.02067  -0.13
C -2.38521 0.46982 -8.01403  -0.16
O -2.04271 0.69090 -6.62275  -0.16
C -2.80151 -0.26458 -5.91997  -0.23
H -4.68219 -1.28895 -6.46454  0.09
H -4.85421 0.43427 -6.09329  0.11
H -4.39925 1.13093 -8.16115  0.09
H -4.26952 -0.49548 -8.75895  0.09
H -2.10692 1.36013 -8.51053  0.10
H -1.78384 -0.32302 -8.48585  0.12
H -2.87065 -0.01806 -4.82581  0.12
H -2.38156 -1.28324 -6.03486  0.11
N 0.40312 -0.10550 7.08179  0.02
C 0.09285 -0.71191 5.92954  -0.19
C -1.09102 -1.34164 6.07849  -0.13
C -1.59449 -1.06558 7.37467  -0.08
C -0.64956 -0.26455 8.02274  -0.08
H 1.16990 0.53815 7.15154  0.14
H 0.73814 -0.66406 5.00555  0.11
H -1.64640 -1.65467 5.23438  0.07
H -2.57259 -1.39045 7.72172  0.10
H -0.59669 0.23367 8.97950  0.10
N 2.31011 2.99144 2.80772  0.03
C 1.19093 2.46460 3.34562  -0.21
C 0.84204 3.21598 4.40799  -0.14
C 1.74712 4.32991 4.49359  -0.06
C 2.65849 4.11322 3.45958  -0.12
H 2.82716 2.65913 1.95700  0.14
H 0.88846 1.52069 2.96704  0.07
H 0.00056 3.01386 5.08767  0.11
H 1.64211 5.08000 5.20232  0.07
H 3.50466 4.66414 3.06744  0.11
N 2.38509 -2.27590 -1.38856  0.03
C 3.11342 -1.65190 -2.30409  -0.19
C 3.98773 -2.57409 -2.89343  -0.09
C 3.74858 -3.78293 -2.18907  -0.11
C 2.66983 -3.58864 -1.33185  -0.14
H 1.65381 -1.84651 -0.80632  0.13
H 2.95762 -0.58637 -2.40253  0.11
H 4.79909 -2.48121 -3.63087  0.11
H 4.32729 -4.69006 -2.34245  0.09
H 2.02992 -4.19016 -0.69010  0.11
N -3.63953 -5.52358 -0.23831  0.03
C -2.88878 -5.06465 0.80991  -0.17
C -3.68914 -4.76250 1.84012  -0.11
C -5.02312 -5.16550 1.44858  -0.07
C -4.93853 -5.60031 0.13379  -0.13
H -3.18918 -5.71038 -1.08952  0.09
H -1.81207 -5.03242 0.64838  0.11
H -3.48295 -4.33034 2.79927  0.07
H -5.87781 -5.14843 2.07468  0.09
H -5.73007 -5.96058 -0.52883  0.12
N -1.94255 -6.55187 -3.02967  0.00
C -1.06012 -6.02428 -2.17101  -0.16
C -0.88692 -4.71026 -2.50487  -0.10
C -1.77997 -4.42112 -3.54324  -0.11
C -2.37064 -5.60063 -3.87218  -0.14
H -2.18533 -7.52431 -3.16633  0.16
H -0.53508 -6.71269 -1.54960  0.12
H -0.32416 -3.95815 -2.03814  0.07
H -1.95486 -3.49248 -3.99938  0.08
H -3.16842 -5.86002 -4.58556  0.13
N -1.94499 2.74494 2.06662  0.05
C -2.34274 3.66119 2.97795  -0.15
C -3.69530 3.56771 3.14218  -0.12
C -4.13079 2.55248 2.29555  -0.14
C -2.99435 2.03953 1.68341  -0.15
H -0.90487 2.57588 2.04451  0.15
H -1.63606 4.37129 3.37590  0.11
H -4.39850 4.24895 3.63626  0.11
H -5.13268 2.25889 2.13912  0.08
H -2.86452 1.15550 1.02267  0.12
N 0.28735 0.55526 -1.09321  0.05
C -0.57013 -0.50415 -0.87767  -0.15
C -0.39894 -0.93053 0.38727  -0.14
C 0.55430 -0.09766 1.00093  -0.11
C 0.89914 0.85737 0.06504  -0.13
H 0.32357 1.15782 -1.93486  0.11
H -1.03716 -0.93198 -1.75676  0.11
H -0.92151 -1.77992 0.87488  0.10
H 0.84347 -0.32925 2.02362  0.08
H 1.59355 1.67714 0.13572  0.10
N 5.73532 0.98313 0.79601  0.05
C 5.83645 2.12185 1.54630  -0.09
C 4.99971 3.10913 0.96248  -0.13
C 4.43050 2.54375 -0.17966  -0.14
C 4.86847 1.21441 -0.25042  -0.11
H 6.14965 0.07756 0.87108  0.10
H 6.36719 2.16725 2.47741  0.10
H 4.90080 4.13297 1.24406  0.07
H 3.73083 3.06296 -0.86945  0.10
H 4.85560 0.46464 -1.02801  0.10
N -0.27969 -5.21189 3.33328  0.03
C 0.85775 -5.05047 2.67381  -0.16
C 1.07775 -3.70546 2.44166  -0.07
C -0.07912 -3.04397 3.00600  -0.12
C -0.90675 -4.01273 3.52479  -0.15
H -0.58277 -6.03147 3.85489  0.17
H 1.46588 -5.85938 2.35781  0.11
H 1.91403 -3.34810 1.85105  0.09
H -0.14884 -1.99012 3.09544  0.06
H -1.87395 -3.93337 3.94756  0.09
N 3.61521 1.23618 4.91984  0.04
C 3.50968 -0.06978 4.59401  -0.19
C 4.71242 -0.68463 4.64230  -0.10
C 5.66333 0.34871 4.86083  -0.13
C 5.00591 1.51266 5.04796  -0.12
H 2.80057 1.85374 5.02686  0.11
H 2.57568 -0.55510 4.35947  0.07
H 4.83811 -1.75172 4.46374  0.10
H 6.71193 0.10786 4.93263  0.09
H 5.35981 2.50315 5.25518  0.10
C 1.83544 -1.09469 -5.32774  -0.05
C 1.09648 -2.37211 -4.83279  -0.30
O 0.93592 -3.15241 -5.93520  0.15
C 1.42155 -2.50769 -7.04949  -0.51
O 1.39744 -3.01001 -8.14236  0.17
O 1.97634 -1.34218 -6.71295  0.09
F -0.12956 -1.96551 -4.30616  0.01
H 2.75995 -0.85155 -4.79683  0.11
H 1.10332 -0.31744 -5.19127  0.12
H 1.65472 -2.79210 -3.97121  0.14
C -5.66084 3.11099 -0.85657  -0.08
C -6.68930 2.02650 -1.20611  -0.28
O -7.96535 2.65087 -0.98689  0.12
C -7.76908 3.92198 -0.47411  -0.54
O -8.62866 4.70396 -0.36739  0.20
O -6.44317 4.15327 -0.31052  0.06
F -6.59327 0.97238 -0.34586  0.05
H -5.13807 3.54805 -1.71869  0.14
H -5.01298 2.67951 -0.10814  0.10
H -6.72114 1.54811 -2.19691  0.17
C 5.36119 -5.33116 0.80596  -0.01
C 6.76095 -5.19517 0.11932  -0.30
O 7.08455 -3.85312 0.33177  0.12
C 6.01295 -3.14176 0.83788  -0.53
O 6.08982 -1.96935 1.06674  0.16
O 5.00662 -3.94807 1.08876  0.08
F 6.60062 -5.38898 -1.21583  0.05
H 5.45617 -5.92367 1.69571  0.13
H 4.73851 -5.83986 0.03179  0.14
H 7.58262 -5.85653 0.42501  0.17
C 5.47142 5.48314 -2.32491  -0.03
C 6.20564 6.67583 -1.63600  -0.23
O 5.42199 6.86966 -0.37802  0.10
C 4.30549 6.05487 -0.43449  -0.57
O 3.43362 6.09289 0.41439  0.13
O 4.36050 5.24059 -1.46839  0.02
F 6.19866 7.78047 -2.40757  0.08
H 6.04641 4.55478 -2.45286  0.14
H 4.98629 5.84718 -3.25610  0.14
H 7.23187 6.47906 -1.30938  0.16
C -4.20768 7.25491 0.54163  -0.05
C -3.50638 5.94047 0.53057  -0.30
O -2.22856 6.30219 0.93712  0.12
C -1.98332 7.63052 0.79186  -0.56
O -0.92403 8.09615 0.89455  0.22
O -3.14737 8.17707 0.40381  0.09
F -3.45381 5.40104 -0.73950  0.04
H -4.83783 7.40763 1.41745  0.15
H -4.78501 7.30493 -0.37110  0.14
H -3.89711 5.13298 1.09494  0.13
C 3.12268 2.89808 -6.09723  -0.03
C 3.71811 2.25413 -4.77022  -0.24
O 4.78005 3.11675 -4.45081  0.12
C 5.01507 3.95569 -5.47528  -0.54
O 5.93442 4.76365 -5.46122  0.13
O 4.08010 3.87600 -6.40952  0.10
F 4.33957 1.09925 -5.18446  0.04
H 2.12611 3.31246 -5.95578  0.13
H 3.03609 2.09932 -6.86018  0.15
H 3.07424 2.04315 -3.93424  0.14
C -3.73892 -2.25183 -0.76534  0.00
C -4.63954 -2.45997 -1.94013  -0.30
O -4.55969 -1.21784 -2.66905  0.13
C -4.13204 -0.23996 -1.84973  -0.60
O -4.19303 0.91135 -2.10677  0.15
O -3.70528 -0.74798 -0.69404  0.04
F -5.93947 -2.70516 -1.64291  0.08
H -2.68634 -2.63495 -0.94219  0.14
H -4.19961 -2.67548 0.14409  0.12
H -4.34700 -3.31272 -2.53308  0.15
C 1.56632 -3.38443 7.38053  -0.01
C 1.47843 -3.76006 5.92191  -0.28
O 1.78373 -5.15260 5.95115  0.10
C 2.44828 -5.53099 7.08126  -0.56
O 2.89668 -6.59940 7.33723  0.17
O 2.39595 -4.48767 7.93577  0.06
F 2.40474 -3.14785 5.08557  0.03
H 0.62497 -3.51256 7.90791  0.14
H 2.00065 -2.41918 7.55198  0.12
H 0.48275 -3.58903 5.35611  0.15
C -4.34458 -0.73577 3.30027  0.01
C -5.86757 -0.87911 3.25437  -0.36
O -6.24574 -1.70696 4.25871  0.16
C -5.13774 -2.29663 4.78678  -0.54
O -5.14578 -3.28980 5.48452  0.14
O -4.04272 -1.77881 4.25969  0.04
F -6.27388 -1.45652 2.12490  0.10
H -3.93740 0.15068 3.72926  0.12
H -3.88208 -1.06057 2.38198  0.13
H -6.38329 0.04304 3.36370  0.16

=====

No. 2
A structure of composition C39H50N7SSeY, computed with the ωB97M-V functional and the def2-TZVPD basis.

Its relative energy (zero: lowest compared OMol25 entry of this formula, charge and spin) is 0.0 kJ/mol.

Last column: Löwdin charge in e.
Atoms and positions in Å:
Y 0.24996 0.41199 0.08174  1.35
C -4.33546 -0.14939 -4.42714  -0.08
C -3.88917 1.21474 -3.88131  -0.19
C -3.25859 1.12214 -2.52435  -0.13
C -3.83091 1.39862 -1.31622  -0.13
C -5.21462 1.90923 -1.04836  -0.19
C -6.24005 0.78375 -0.85059  -0.08
C -2.86237 1.04186 -0.30102  -0.22
C -3.08519 1.04138 1.07853  0.06
C -2.25289 0.56168 2.09405  -0.25
C -2.58560 0.48733 3.50229  -0.13
C -3.86614 0.96093 4.11731  -0.19
C -3.85453 2.47155 4.38819  -0.08
C -1.50554 -0.05319 4.13443  -0.13
C -0.51357 -0.32192 3.11392  -0.25
C 0.73187 -0.92675 3.32406  0.06
C 1.68364 -1.30871 2.37628  -0.22
N 1.58787 -1.07141 1.03591  -0.02
C 2.63320 -1.69112 0.42184  -0.22
C 2.82646 -1.75057 -0.96244  0.06
C 1.96147 -1.33353 -1.97712  -0.22
N 0.75033 -0.74606 -1.77959  -0.01
C 0.22022 -0.46239 -3.00005  -0.22
C -1.00742 0.16699 -3.21027  0.06
C -1.92838 0.61272 -2.25384  -0.22
N -1.72377 0.59597 -0.90735  -0.02
C 1.12248 -0.93549 -4.03554  -0.12
C 2.19948 -1.47094 -3.40442  -0.13
C 3.39971 -2.11950 -4.02105  -0.19
C 3.35948 -3.64972 -3.93074  -0.08
C 0.89491 -0.79178 -5.50874  -0.19
C 1.35294 0.57794 -6.02670  -0.09
C 3.45658 -2.33827 1.42431  -0.12
C 2.86613 -2.10546 2.63047  -0.13
C 3.32802 -2.55601 3.98212  -0.19
C 4.05359 -1.44527 4.75191  -0.09
C 4.65066 -3.19823 1.13729  -0.19
C 4.26314 -4.61848 0.70403  -0.08
N -1.00349 0.05720 1.90279  -0.05
C -1.36179 -0.37624 5.58933  -0.19
C -1.71255 -1.83540 5.90162  -0.09
H -4.79561 -0.04799 -5.41285  0.07
H -5.06274 -0.61202 -3.75713  0.07
H -3.48891 -0.83265 -4.51247  0.07
H -4.75434 1.87831 -3.82958  0.10
H -3.18853 1.67556 -4.58277  0.11
H -5.52961 2.54550 -1.87748  0.10
H -5.19978 2.54701 -0.16204  0.10
H -6.29921 0.15498 -1.74219  0.06
H -7.23607 1.18517 -0.65082  0.07
H -5.95453 0.14173 -0.01390  0.07
H -4.05106 1.41385 1.39898  0.10
H -4.04090 0.42209 5.05041  0.10
H -4.70314 0.71220 3.46106  0.11
H -3.04407 2.73134 5.07332  0.08
H -4.79739 2.80299 4.82933  0.07
H -3.69000 3.03101 3.46381  0.07
H 0.96336 -1.17966 4.35248  0.10
H 3.74991 -2.21277 -1.29132  0.11
H -1.29725 0.30572 -4.24508  0.10
H 4.30536 -1.74049 -3.53963  0.11
H 3.46784 -1.82184 -5.06869  0.10
H 3.30459 -3.98278 -2.89174  0.06
H 4.24749 -4.09413 -4.38454  0.07
H 2.47995 -4.04025 -4.44704  0.08
H -0.16438 -0.93726 -5.73531  0.10
H 1.42962 -1.58378 -6.03670  0.11
H 0.83847 1.38562 -5.50079  0.07
H 1.15642 0.68040 -7.09666  0.07
H 2.42222 0.71654 -5.85415  0.07
H 3.99201 -3.41533 3.86996  0.10
H 2.47169 -2.90632 4.56427  0.11
H 4.92794 -1.10122 4.19345  0.08
H 4.38851 -1.79643 5.73046  0.07
H 3.39924 -0.58267 4.90252  0.07
H 5.27979 -3.25128 2.02728  0.10
H 5.25996 -2.73142 0.36022  0.11
H 3.70974 -5.12257 1.49890  0.08
H 5.14584 -5.21701 0.46805  0.07
H 3.62033 -4.59198 -0.17781  0.06
H -2.00517 0.28722 6.17040  0.11
H -0.33901 -0.16699 5.91297  0.11
H -2.75039 -2.04599 5.63197  0.08
H -1.58306 -2.05616 6.96377  0.07
H -1.07949 -2.51817 5.32933  0.07
Se 3.50567 2.76657 -2.98550  0.50
C 2.31759 2.22407 -1.78297  -0.94
N 1.53952 1.91753 -0.96639  -0.07
C 1.14375 5.50055 -0.98060  -0.06
N 0.55000 4.65463 0.04349  -0.04
C 1.24819 3.95996 0.93756  -0.93
N 2.56521 4.20399 0.99033  0.13
S 0.49244 2.84085 1.98707  0.60
H 0.34303 5.96926 -1.54590  0.09
H 1.76737 4.92300 -1.66931  0.04
H 1.74401 6.29247 -0.52725  0.09
H -0.41966 4.39859 -0.02091  0.12
H 3.04223 4.59088 0.18945  0.09
H 3.09497 3.56940 1.56312  0.10

=====

| no. | Kohn-Sham gap (Eh) | HOMO level (eV) |
| --- | --- | --- |
| 1 | 0.300 | -8.13 |
| 2 | 0.213 | -6.69 |